No. 1
DFT (ωB97M-V/def2-TZVPD) results for a molecular structure, C41H53BO2 at a distorted geometry.

Structure (XYZ):
```
97
Properties=species:S:1:pos:R:3:forces:R:3
C -5.80771 4.64426 4.00545 0.073 0.100 -0.160
C -4.96905 3.64159 3.26076 0.493 -0.620 0.401
C -4.35887 2.58831 3.95946 -0.111 0.173 -0.626
C -3.63828 1.58371 3.28709 -0.198 0.604 0.400
C -3.13718 0.48400 4.18189 0.239 -0.557 0.524
C -3.44220 1.64771 1.89363 -0.915 0.238 0.274
C -2.80364 0.52473 1.11803 2.041 -0.112 0.056
C -3.62294 -0.74195 1.16842 -0.528 -0.155 -0.127
C -1.30289 0.24159 1.56261 -1.443 -0.639 1.658
C -0.26382 0.97359 0.80856 -1.459 -0.973 -3.355
C 0.86777 1.59459 1.49837 2.076 -0.564 1.014
C 1.15887 2.99153 1.43659 -0.886 -1.064 -0.277
C 0.16110 3.95290 0.84786 -0.140 0.455 -0.422
C 2.32799 3.48897 1.97979 0.571 -0.169 0.467
C 3.24764 2.68216 2.66577 -0.899 -0.299 -0.619
C 4.53433 3.24217 3.16868 0.470 0.004 0.177
C 2.90377 1.33476 2.84648 0.778 0.777 0.255
C 1.74695 0.79700 2.31822 -0.885 0.174 -0.699
C 1.47403 -0.65972 2.61218 0.200 -0.449 0.235
C -4.06581 2.70340 1.20210 0.201 0.170 -0.173
C -3.99529 2.81142 -0.30652 -0.017 0.310 -0.468
C -4.78386 3.68612 1.88402 -0.369 0.440 -0.199
H -6.19599 5.39781 3.31490 -0.001 -0.020 0.180
H -6.65189 4.15156 4.49671 0.050 0.072 -0.068
H -5.22007 5.14169 4.78304 -0.087 0.015 -0.092
H -4.46967 2.53857 5.05438 0.026 -0.087 -0.554
H -2.77294 -0.40116 3.65208 -0.046 0.331 0.226
H -2.32241 0.84906 4.83468 -0.243 -0.145 -0.293
H -3.94636 0.14710 4.85661 0.313 0.165 -0.309
H -2.69752 0.81444 0.06647 -0.256 -0.025 0.157
H -4.63521 -0.48941 0.87530 -0.402 -0.113 -0.023
H -3.25940 -1.48537 0.46448 0.074 0.024 0.053
H -3.66499 -1.19128 2.15838 -0.017 0.000 -0.013
H -1.18132 0.50952 2.63404 -0.224 -0.137 -0.507
H -1.14423 -0.87692 1.52825 -0.182 1.066 0.087
H -0.58104 1.50197 -0.10665 -0.517 0.699 1.251
H 0.55106 4.97218 0.97693 -0.198 -0.203 -0.121
H 0.02610 3.78635 -0.23560 -0.069 0.064 0.392
H -0.83916 3.92292 1.33075 0.598 -0.229 -0.237
H 2.54092 4.54995 1.87053 -0.053 -0.062 0.055
H 5.12266 2.45528 3.65107 -0.012 0.172 -0.040
H 5.14271 3.67234 2.36135 -0.182 -0.127 0.115
H 4.37031 4.03728 3.89968 -0.019 -0.028 -0.005
H 3.60768 0.69995 3.40502 -0.452 0.195 -0.217
H 2.26183 -1.04739 3.29483 -0.500 0.202 -0.459
H 0.49741 -0.82416 3.11304 0.589 0.102 -0.414
H 1.52384 -1.25228 1.68351 -0.131 0.098 0.398
H -4.55165 3.70662 -0.64629 0.264 -0.456 0.187
H -2.95530 2.92674 -0.67123 -0.454 -0.166 0.166
H -4.44565 1.93860 -0.81628 0.274 0.328 0.247
H -5.24324 4.51756 1.30716 0.312 -0.675 0.406
C 3.17980 0.57114 -3.11704 0.314 0.322 0.156
C 3.18629 -0.93735 -3.19372 0.196 0.521 -0.900
C 3.69485 -1.35256 -4.57537 0.165 -0.357 -0.242
C 3.91468 -1.63007 -1.96298 0.209 0.273 -0.391
C 4.39703 -3.04519 -2.30732 0.108 -0.317 0.016
C 5.05460 -0.86257 -1.37671 0.640 0.539 0.018
O 2.85803 -1.69956 -0.96586 -0.185 -0.581 -1.746
B 1.91613 -2.12060 -1.93007 -1.783 1.265 0.600
C 1.18179 -3.43899 -1.81084 0.092 -1.563 0.305
C 0.73812 -4.02561 -3.00636 -0.417 -0.259 0.250
C 0.48010 -5.39006 -3.08461 -0.066 -0.347 0.124
C 0.66636 -6.20891 -1.95869 -0.013 0.354 -0.225
C 1.09065 -5.63398 -0.75731 0.059 -0.035 0.478
C 1.36841 -4.26575 -0.67768 -0.634 -0.202 -0.877
C -0.05128 -0.46818 -0.66837 6.291 2.367 3.757
C -0.90092 -0.92976 -1.66851 -3.647 -0.649 -2.231
C -1.80804 -2.02460 -1.39805 1.091 0.275 -0.388
C -2.78987 -2.38457 -2.31930 -0.044 0.072 0.233
C -2.90393 -1.73321 -3.54611 0.493 0.423 0.859
C -2.00118 -0.72512 -3.86662 0.385 0.535 -0.045
C -1.01877 -0.30473 -2.97395 0.226 -1.018 1.472
O 1.79941 -1.36710 -3.11051 1.625 -1.080 1.446
H 4.18074 0.96783 -3.31900 -0.125 0.046 0.099
H 2.50442 0.96444 -3.88162 0.003 -0.059 0.131
H 2.85361 0.90784 -2.13088 -0.033 0.063 -0.070
H 4.73049 -1.01325 -4.72602 -0.200 -0.108 0.070
H 3.66748 -2.45240 -4.72656 -0.087 0.708 0.073
H 3.07378 -0.86667 -5.35474 0.264 -0.310 0.471
H 5.29290 -2.99075 -2.93652 -0.198 -0.018 0.022
H 4.67924 -3.56221 -1.37837 -0.174 0.160 -0.219
H 3.63874 -3.65797 -2.82380 0.309 0.235 0.211
H 5.86074 -0.73725 -2.10945 -0.114 -0.010 0.047
H 4.75127 0.13036 -1.03447 -0.005 -0.200 0.050
H 5.46576 -1.43000 -0.53836 -0.074 0.124 0.019
H 0.56158 -3.40293 -3.88107 0.224 -0.037 0.149
H 0.14703 -5.81896 -4.03755 0.113 0.111 0.457
H 0.48141 -7.28568 -2.02496 0.071 0.416 0.050
H 1.23199 -6.25668 0.14203 -0.108 0.281 -0.586
H 1.70405 -3.82723 0.25366 0.165 -0.032 -0.030
H 0.36889 -1.22383 0.08035 -0.773 0.787 -1.404
H 0.82327 0.23868 -0.97097 -1.277 -1.888 -0.271
H -1.63253 -2.68059 -0.51637 -0.249 0.834 -0.517
H -3.52064 -3.14851 -2.04582 0.335 0.038 -0.152
H -3.70604 -1.95792 -4.20759 -0.419 -0.292 -0.474
H -2.06949 -0.20376 -4.82327 -0.011 -0.271 0.159
H -0.23832 0.40242 -3.26915 -0.489 -0.022 0.150
```
Positions in Å, forces in eV/Å.

Properties
spin multiplicity	1
E_tot	-48148.690	eV
frontier orbital gap	7.11	eV
highest occupied orbital energy	-7.029	eV
molar mass	588.685	g/mol
LUMO energy	0.1	eV

No. 2
DFT (ωB97M-V/def2-TZVPD) results for a molecular structure, C41H54F3N7PbSSi4Te at a distorted geometry.

Structure (XYZ):
```
112
Properties=species:S:1:pos:R:3:forces:R:3
Pb -1.64317 -1.31701 0.62829 0.105 0.014 0.379
S -0.32465 -1.13042 -1.72348 -0.081 1.034 -1.053
C -0.78265 0.27292 -2.78138 0.632 -0.807 0.538
N -0.20442 0.60220 -3.87831 1.964 -1.024 -2.276
N 0.85727 -0.17937 -4.29090 -1.328 1.471 -0.439
C 1.53287 -0.10874 -5.49461 -1.158 1.622 -0.501
C 2.71010 -0.79283 -5.68778 0.311 -0.708 1.449
C 3.36813 -0.72916 -6.90214 0.259 -1.061 0.545
C 2.87926 -0.00827 -7.92748 -0.142 1.092 -2.544
C 1.69844 0.72309 -7.74911 1.536 -0.606 0.249
C 1.05432 0.71918 -6.56505 -0.575 -0.844 1.942
N -1.73402 1.25870 -2.63616 -1.929 0.862 2.032
N -2.38893 1.33493 -1.56077 0.993 0.039 -1.345
C -3.21826 2.48011 -1.55564 -1.489 2.458 1.845
C -4.06753 2.65959 -0.41842 0.003 -0.632 -1.038
C -4.97015 3.77848 -0.40733 1.494 -1.733 2.257
C -4.90308 4.76820 -1.31277 -1.262 0.297 0.113
C -4.03795 4.61729 -2.34349 -0.148 3.042 -2.522
C -3.16012 3.61902 -2.43614 2.654 -4.076 -1.597
H 1.11962 -0.79951 -3.59941 1.155 -1.846 1.440
H 3.09684 -1.35899 -4.81543 -0.077 0.212 -0.835
H 4.21067 -1.35172 -7.08872 0.785 -0.282 0.192
H 3.39266 0.04105 -8.93647 -0.583 -0.193 1.397
H 1.39828 1.33627 -8.52997 -0.844 1.035 -1.329
H 0.15644 1.28301 -6.37995 -0.164 0.153 -0.066
H -3.02383 1.27489 0.89698 0.054 0.468 -0.176
H -5.49444 3.95687 0.51158 -0.547 -0.303 0.298
H -5.54023 5.64797 -1.27002 0.031 -0.170 0.144
H -4.13143 5.42141 -3.11374 0.749 -0.750 0.433
H -2.39078 3.47804 -3.27082 -1.318 0.640 1.077
C 0.02255 5.44812 4.33101 1.409 0.513 -0.119
C -0.03766 5.31944 2.95695 3.525 2.600 -0.407
C -1.00508 4.72787 2.28455 -1.900 -1.276 -2.575
C -2.09393 4.10558 2.95636 2.093 -0.501 -0.474
C -2.00529 4.13609 4.37132 -0.987 0.563 -1.638
C -0.99153 4.84717 4.99490 -0.873 -0.949 3.386
N -2.84597 3.28689 2.14057 -0.230 1.112 0.732
N -3.97462 2.95004 2.71350 -0.406 -0.420 -0.572
C -4.66529 2.09456 1.98397 0.601 0.259 0.061
C -5.82603 1.55208 2.57391 -0.076 -1.249 0.208
C -6.30958 0.35373 2.13099 -1.981 -0.036 1.785
C -5.76343 -0.22109 0.92381 -0.345 -0.565 1.192
C -4.76837 0.33119 0.24717 0.046 0.272 -1.464
C -4.06419 1.56128 0.68520 -0.753 1.174 0.303
H 0.91602 5.92607 4.78686 -0.961 -0.383 -0.094
H 0.78836 5.79434 2.36847 -0.616 -0.489 0.464
H -0.89134 4.65633 1.15661 -0.556 -0.039 1.506
H -2.83649 3.65246 4.84012 -0.027 -0.254 0.818
H -0.96422 4.80946 6.13263 -0.111 0.169 -1.429
H -6.15326 2.02770 3.49846 -0.083 -0.136 -0.209
H -7.16859 -0.16971 2.74755 1.794 0.992 -1.563
H -6.09672 -1.20659 0.68476 -0.470 -0.425 -0.652
H -4.52658 -0.01679 -0.76327 0.232 -0.339 0.483
N -2.03505 -2.92577 -4.18777 -1.231 0.381 -0.882
C -1.29863 -3.87504 -4.82768 -0.296 -0.647 -0.510
C -1.97488 -4.71986 -5.72726 1.618 -0.523 -0.453
C -1.17245 -5.63199 -6.44195 -0.514 0.728 -0.182
C 0.19514 -5.67632 -6.40084 0.335 0.799 2.094
C 0.81898 -4.87059 -5.43383 0.835 -0.720 -0.975
C 0.10066 -4.02134 -4.65213 -1.435 0.529 -0.587
H -2.81452 -2.55922 -4.75077 0.665 -0.252 0.907
H -1.64876 -2.31764 -3.49783 0.401 0.304 0.361
H -3.03263 -4.59397 -5.95756 0.213 -0.193 0.309
H -1.56531 -6.30707 -7.14107 -1.228 -0.726 -0.895
H 0.80156 -6.35307 -6.95022 0.100 -0.544 -0.601
H 1.91136 -4.92312 -5.40185 -0.298 0.287 0.310
H 0.54003 -3.23416 -4.11241 0.827 0.517 1.092
C 1.05028 -2.22958 6.01808 -1.113 -0.554 0.723
Si 2.54215 -1.59063 5.15301 -0.627 0.223 -0.265
C 3.61003 -2.99954 5.58430 0.439 -1.813 -1.645
C 3.27128 -0.16766 6.09494 -1.193 1.931 0.335
Si 2.17558 -1.22201 2.83109 0.129 -0.128 -0.091
Te 0.45663 -2.91493 2.11357 0.064 0.396 -0.061
Si 1.64481 1.03596 2.52103 0.440 0.864 0.081
C 1.69681 1.59572 0.69921 -0.518 1.281 1.698
C 0.01177 1.57586 3.25871 -0.032 -0.343 -1.161
C 3.05798 2.14632 3.16663 0.808 0.265 -0.609
Si 3.99507 -1.78830 1.43172 0.374 -1.616 1.073
C 5.65844 -1.06125 2.02076 -5.178 3.522 6.564
C 3.70986 -1.43588 -0.35845 -2.642 -0.503 -1.284
C 4.23628 -3.69655 1.65653 -0.022 1.523 -0.981
H 1.34757 -2.31502 7.09351 -0.425 0.332 -0.572
H 0.86528 -3.27580 5.70757 0.038 0.480 -0.107
H 0.10580 -1.68544 5.89004 0.219 -0.067 0.240
H 3.43299 -3.38940 6.58049 0.043 -0.025 0.142
H 4.63129 -2.76215 5.42205 1.306 0.271 0.262
H 3.45345 -3.80668 4.81582 -0.193 0.374 0.876
H 3.51411 -0.40326 7.14739 0.127 -0.075 -0.537
H 2.57521 0.74739 6.13524 0.901 -1.251 -0.152
H 4.13724 0.14660 5.51798 0.409 0.166 0.284
H 1.58989 2.70621 0.71420 0.386 -0.523 0.135
H 0.77065 1.30313 0.28294 -0.774 -0.830 -1.183
H 2.58629 1.32324 0.17170 0.285 -0.330 -0.525
H -0.74294 1.46479 2.44435 0.197 0.221 0.704
H 0.18228 2.62658 3.43185 -0.262 0.526 0.053
H -0.36957 1.14566 4.17266 0.049 -0.364 0.180
H 3.83243 2.08026 2.37969 0.132 -0.472 0.386
H 3.51396 2.01146 4.12823 0.324 -0.807 0.541
H 2.96591 3.22885 3.18365 -1.148 0.350 -0.251
H 5.46359 0.11171 2.01509 0.884 -2.263 -0.116
H 6.35106 -1.36369 1.39815 4.159 -1.377 -2.631
H 5.78631 -1.31374 3.31686 -0.037 0.498 -4.189
H 4.24542 -0.56957 -0.63221 1.369 0.740 -0.800
H 2.67013 -1.03312 -0.57425 0.663 -0.659 0.671
H 3.74561 -2.30215 -1.08927 0.598 1.004 0.923
H 4.31300 -3.79340 2.70889 0.186 -0.626 1.086
H 5.06684 -4.15379 1.12787 0.425 0.187 0.061
H 3.35691 -4.17034 1.28638 -0.880 -0.494 -0.020
F -1.32710 -4.18978 -0.97610 -0.325 0.383 0.417
C -2.21055 -3.47678 -0.20032 -0.396 -0.498 -0.685
F -2.73381 -4.42170 0.66355 0.143 0.521 -0.313
F -3.25973 -3.17178 -1.07969 0.272 -0.378 0.407
```
Positions in Å, forces in eV/Å.

Properties
spin multiplicity	1
E_tot	-116861.917	eV
frontier orbital gap	5.12	eV
highest occupied orbital energy	-1.366	eV
molar mass	1181.137	g/mol
energy above the lowest of the compared OMol25 structures with the same formula, charge and spin	457.3	kJ/mol
LUMO energy	3.7	eV
total charge	-2